Computed, not measured: a 2-piece molecular cluster, C3H5F3 overall in a non-equilibrium geometry, with wB97M-V/def2-TZVPD.

```
11
Properties=species:S:1:pos:R:3
F 2.1150 -0.0376 -1.1104
F 1.6895 -0.0151 1.0672
F -1.1344 1.5450 0.0949
C 1.5160 0.6231 -0.1481
C -1.0809 -0.9262 0.3260
C -0.6908 0.3989 -0.4117
H -0.6659 -1.8408 -0.1616
H -0.6501 0.5826 -1.4901
H -0.5683 -0.9122 1.4292
H -2.1669 -1.0996 0.4747
H 1.6367 1.6820 -0.0702
```

* HOMO level: -8.7 eV
* relative energy (zero: lowest compared OMol25 entry of this formula, charge and spin): 79.73 kcal per mole
* E: -11341.616 eV
* LUMO level: 0.0408 Ha
* HOMO-LUMO gap: 9.82 eV